C4H20BO18 | the ωB97M-V functional and the def2-TZVPD basis

The energy above the lowest of the compared OMol25 structures with the same formula, charge and spin is 50.7 kJ/mol. The HOMO-LUMO gap (spin up / spin down) comes out at 6.46 / 2.17 eV. The maximum force comes out at 5.742 eV/A. Its spin multiplicity is 2.

```
43
Properties=species:S:1:pos:R:3:forces:R:3
O 0.572734 -2.148233 1.540242 0.138 2.084 -0.986
C 0.331310 -1.104058 0.967897 -1.182 -2.541 0.443
O 1.121683 -0.119352 0.607092 0.107 1.172 -1.236
B 0.332795 0.906533 -0.178922 0.154 -2.031 1.632
O -1.045739 0.406090 -0.196877 0.389 0.221 -0.157
C -1.104578 -0.763651 0.450987 -2.771 -2.796 2.062
O -2.116002 -1.458313 0.728737 4.413 3.275 -1.667
O 0.830897 1.208545 -1.561117 -0.259 0.196 -0.407
C 1.098568 2.458017 -1.778204 1.700 -2.076 -2.677
O 1.580832 2.919751 -2.806681 -1.310 -0.068 2.352
C 0.938117 3.118174 -0.375885 -0.283 3.786 2.899
O 0.586229 2.182870 0.524424 0.189 2.423 -2.859
O 1.128927 4.326691 -0.261680 -0.585 -3.734 0.134
O 1.426338 3.141451 -5.780597 -0.177 -0.181 -0.021
H 2.361760 3.211943 -5.590183 0.329 -0.026 -0.024
H 1.022389 3.835306 -5.259437 -0.149 0.200 0.019
O 2.224958 -0.951631 3.798135 -0.129 0.284 0.107
H 2.910708 -0.413262 3.402990 0.203 0.123 -0.040
H 2.486726 -1.852223 3.606743 -0.110 -0.306 -0.029
O 0.117477 -5.264399 0.197838 0.362 -0.173 0.058
H 0.672687 -5.049930 0.947493 0.095 0.098 0.265
H 0.716644 -5.277779 -0.548523 0.031 -0.029 -0.304
O 1.652524 3.145908 2.764667 0.147 0.450 0.257
H 0.907518 3.003570 2.180775 -0.092 -0.052 0.347
H 2.304017 2.503486 2.483449 0.154 -0.215 0.067
O 0.944284 -0.732727 -3.715951 0.221 -0.065 -0.062
H 0.919303 -0.158791 -2.950308 0.022 0.012 0.015
H 0.041798 -1.034554 -3.819159 -0.256 -0.149 -0.143
O -4.697012 -2.045001 1.134975 -0.557 -0.296 0.079
H -4.792609 -1.423206 1.856416 -0.055 0.065 0.148
H -3.789523 -1.942358 0.848336 -0.082 0.118 -0.121
O -4.024154 1.009712 -0.064616 -0.062 0.350 -0.208
H -3.124213 0.685320 -0.031297 0.065 -0.132 -0.061
H -4.272312 1.123621 0.852817 -0.176 -0.021 0.188
O 0.030068 -3.709385 4.175373 0.042 -0.011 0.263
H -0.168409 -3.355082 3.308596 -0.101 0.244 -0.314
H 0.650103 -4.419225 4.008263 0.095 -0.224 0.047
O -2.501986 -4.664148 0.337331 -0.661 0.004 -0.048
H -2.480582 -3.795136 0.738081 -0.102 0.168 0.126
H -1.595732 -4.969578 0.378034 0.322 -0.093 -0.134
O 2.251979 6.039542 -2.368924 0.335 -0.211 -0.224
H 1.563907 5.815245 -2.995398 -0.270 0.121 -0.272
H 1.985570 5.610249 -1.555933 -0.139 0.035 0.485
```
Positions in Å, forces in eV/Å.

C31H32N5O2STeW | the ωB97M-V functional and the def2-TZVPD basis

The HOMO-LUMO gap comes out at 5.59 eV. The maximum force comes out at 0.820 eV/A. As for the charge: +3.

```
73
Properties=species:S:1:pos:R:3:forces:R:3
W -0.202359 0.159205 0.223605 0.469 -0.584 0.332
C -2.957705 0.324718 1.538122 0.032 -0.028 -0.002
N -2.359613 -0.548357 0.454131 -0.054 -0.059 0.057
C -3.322790 -0.410607 -0.697804 0.014 0.009 0.046
C -2.915594 -1.025899 -2.016865 -0.043 -0.009 -0.029
C -1.726140 -0.370110 -2.676079 0.044 -0.003 0.016
N -0.440917 -0.422115 -1.917681 0.013 0.076 -0.131
C 0.552144 -0.866187 -2.625164 -0.038 0.018 0.011
C 1.929175 -1.040426 -2.261952 0.089 0.027 0.020
C 2.808647 -1.689219 -3.139903 -0.029 0.027 0.022
C 4.141380 -1.828964 -2.802582 0.019 -0.019 -0.026
C 4.617754 -1.306702 -1.602720 0.026 0.015 0.039
C 3.774344 -0.640467 -0.719228 -0.018 -0.021 -0.072
C 2.445743 -0.529689 -1.070182 -0.014 -0.037 -0.022
O 1.570184 0.140598 -0.271988 -0.311 -0.021 0.206
C -2.466742 -1.945948 1.048452 0.014 0.061 -0.032
C -2.096369 -3.138282 0.179824 0.004 -0.037 -0.007
C -0.742766 -3.015045 -0.529333 0.021 0.003 0.015
N 0.088843 -2.033739 0.193326 0.098 -0.084 -0.081
C 0.990892 -2.534610 0.979057 -0.085 0.015 0.019
C 1.617182 -1.870067 2.084395 0.051 0.037 0.062
C 2.744086 -2.417424 2.717589 -0.031 0.005 0.005
C 3.197821 -1.877113 3.901672 0.039 -0.034 0.002
C 2.497960 -0.830130 4.497955 -0.044 0.055 0.020
C 1.356687 -0.291509 3.913252 0.024 -0.104 0.031
C 0.944888 -0.802441 2.699411 -0.040 -0.064 -0.049
O -0.176128 -0.313487 2.070707 0.009 0.229 -0.162
H -3.990432 0.009798 1.690789 -0.006 0.010 -0.006
H -2.951097 1.366684 1.232438 0.002 -0.002 0.010
H -2.416430 0.184032 2.468477 -0.012 0.003 0.001
H -3.497829 0.658650 -0.832931 0.022 -0.007 -0.017
H -4.262479 -0.852433 -0.357781 -0.010 0.016 -0.007
H -3.756835 -0.853404 -2.693725 -0.002 0.009 0.005
H -2.814749 -2.104577 -1.965162 0.009 0.026 -0.010
H -1.951328 0.673384 -2.857852 -0.001 0.039 -0.014
H -1.555820 -0.829641 -3.649086 -0.014 -0.023 0.008
H 0.324185 -1.170923 -3.645281 -0.006 -0.002 0.002
H 2.439452 -2.079019 -4.080613 -0.010 0.002 -0.002
H 4.819402 -2.334190 -3.476035 0.000 0.000 -0.002
H 5.665480 -1.411786 -1.353229 0.000 -0.001 -0.002
H 4.139665 -0.221092 0.208602 -0.007 0.000 0.008
H -3.501745 -2.060188 1.373933 -0.006 -0.003 -0.022
H -1.849106 -1.928764 1.942894 -0.019 -0.019 0.007
H -2.878962 -3.369757 -0.539093 0.004 -0.035 0.018
H -2.074612 -3.990564 0.861945 0.027 0.025 0.032
H -0.854616 -2.716724 -1.564681 -0.022 0.026 0.033
H -0.227151 -3.974754 -0.527719 -0.009 -0.009 -0.032
H 1.230529 -3.589987 0.852062 -0.005 -0.004 -0.006
H 3.246413 -3.269524 2.275675 -0.005 0.000 -0.011
H 4.071658 -2.286767 4.388329 0.001 -0.003 -0.003
H 2.836523 -0.435625 5.447266 -0.001 -0.001 0.001
H 0.793778 0.487456 4.408605 -0.009 0.007 -0.009
N -1.138235 4.220752 5.201787 -0.009 -0.048 0.038
C -0.459413 3.902862 4.333121 -0.008 0.097 -0.027
C 0.352477 3.494500 3.223396 -0.009 -0.094 -0.010
C 1.518870 4.160454 2.860049 0.023 0.018 0.004
C 2.234581 3.686250 1.771144 0.010 -0.006 -0.002
C 1.765593 2.593809 1.073973 -0.018 -0.067 0.037
N 0.642646 1.938223 1.432579 -0.021 0.243 -0.147
C -0.046830 2.386706 2.491985 0.050 -0.040 0.043
H 1.851420 5.027378 3.416399 -0.001 -0.001 0.005
H 3.147791 4.168658 1.452655 0.001 -0.001 -0.005
H 2.285173 2.222807 0.203387 -0.006 0.011 -0.017
H -0.937240 1.847184 2.777833 -0.016 0.022 -0.019
Te -1.034163 2.582754 -0.675697 -0.098 0.354 -0.260
C -1.804598 2.781490 -2.578813 -0.124 -0.077 -0.018
C -1.074701 2.918150 -3.737558 0.084 0.013 0.144
C -1.892173 3.214223 -4.848570 -0.102 0.065 -0.052
C -3.215941 3.301519 -4.516345 0.037 -0.094 -0.041
S -3.486162 3.018714 -2.860155 0.033 0.082 0.059
H 0.003043 2.837665 -3.785931 -0.003 0.005 0.003
H -1.520247 3.384917 -5.847837 0.005 0.002 0.000
H -4.046399 3.534714 -5.165248 -0.006 -0.008 -0.006
```
Positions in Å, forces in eV/Å.